# 1
39
Properties=species:S:1:pos:R:3:forces:R:3 method="wB97M-V/def2-TZVPD" orbital_gap_ha="0.215 / 0.225" spin_multiplicity=8 total_charge=-1
Gd -0.034741 -0.138734 -4.631502 -0.87 0.14 1.37
Cl 0.760531 -2.141369 -2.917569 -0.02 0.14 0.21
C 1.993338 0.905786 -4.712529 0.56 0.26 -0.54
C -1.203378 -1.591955 -5.910574 -0.19 -0.31 -0.90
H 1.737600 1.186608 -5.769616 0.97 0.18 0.76
H 1.847083 1.675127 -3.924047 0.61 -0.40 -0.68
H 2.648839 0.024489 -4.544354 -0.02 1.05 -0.22
H -0.989339 -0.918797 -6.782137 -0.61 -1.10 0.10
H -2.198277 -1.507369 -5.421354 0.59 -0.39 -0.71
H -0.575432 -2.496278 -5.762763 -0.81 0.42 -0.54
Y -0.517620 -0.310007 -1.370652 0.39 -0.99 -0.72
C -2.259325 -1.452321 -0.511998 -0.32 -0.11 0.29
C -1.461291 0.836818 -3.050642 0.32 0.46 -0.46
H -3.163626 -0.954616 -0.914709 0.23 -0.54 0.43
H -2.149445 -2.523713 -0.753351 -0.42 0.35 0.38
H -2.045954 -1.195909 0.549618 -0.53 -0.49 -0.33
H -2.447302 0.667817 -3.556552 0.64 0.89 0.33
H -0.940511 1.845588 -2.993538 -1.08 -0.32 -0.40
C 2.467389 0.168141 2.874699 0.34 0.12 0.25
C 1.004929 -0.247019 2.691261 0.52 -0.37 1.30
C 0.651544 -1.285549 3.713311 -0.26 -0.23 0.84
O 0.919706 -0.847274 1.397739 -0.34 1.27 1.15
B 0.576337 0.295694 0.730738 0.35 0.00 -5.86
O 0.075844 1.425663 1.287093 0.52 -0.78 1.55
C 0.017402 0.965781 2.637125 -0.66 0.57 1.45
C -1.434558 0.590569 2.951807 -0.26 -0.14 0.21
C 0.408629 2.121358 3.514754 0.26 0.26 0.78
H 3.116263 -0.714336 2.804266 -0.28 0.09 -0.09
H 2.622047 0.597840 3.865450 0.06 0.08 0.05
H 2.819703 0.884300 2.119944 -0.29 -0.12 0.14
H 1.370462 -2.109468 3.704057 -0.02 0.13 -0.14
H 0.687917 -0.834044 4.708827 -0.06 -0.08 0.13
H -0.347074 -1.707418 3.568129 0.16 0.12 -0.11
H -1.527619 0.320948 4.008633 -0.05 -0.05 -0.06
H -2.093229 1.454084 2.785309 0.30 -0.12 -0.09
H -1.825887 -0.236495 2.344881 0.28 0.19 0.13
H 1.398155 2.522399 3.277479 -0.17 -0.11 -0.05
H -0.318427 2.936152 3.437502 0.06 -0.17 -0.13
H 0.409328 1.787524 4.555256 0.10 0.12 0.17

=====

# 2
20
Properties=species:S:1:pos:R:3:forces:R:3 method="wB97M-V/def2-TZVPD" orbital_gap_ha=0.444 total_charge=+1 e_above_lowest_ev=0.862
C -0.460945 0.386576 0.853975 1.68 -1.56 -0.79
C 0.714135 -0.518652 0.287255 -1.56 -0.56 1.10
C 2.100546 0.105102 0.271900 0.16 0.49 -0.62
C 2.059513 1.499798 -0.356728 -0.01 0.22 -0.64
N -1.536078 0.374233 -0.217868 0.55 2.48 0.36
H -0.030327 1.355545 1.087402 -0.82 0.40 -0.42
H -0.858147 -0.047588 1.769271 -0.29 0.10 -0.21
H 0.392422 -0.876668 -0.693574 0.38 0.41 -0.40
H 0.577311 -1.441603 0.862709 0.90 0.02 0.14
H 2.791205 -0.526397 -0.293252 -0.22 -0.08 0.05
H 2.564781 0.249970 1.241222 -0.25 -0.41 0.43
H 1.471032 1.555257 -1.285116 -0.10 -0.21 0.19
H 1.651544 2.233235 0.338625 0.10 0.12 -0.05
H 3.042143 1.850809 -0.674322 0.07 -0.07 0.33
H -1.194801 0.822596 -1.073582 0.52 -0.47 -0.05
H -1.889776 -0.558281 -0.468040 -0.60 -0.12 0.32
H -2.237367 1.073127 0.044187 -0.73 -0.84 0.20
H -3.772555 -2.546818 -0.749329 -0.17 0.88 -0.57
H -2.498637 -2.846889 -0.199961 0.74 0.28 -0.11
O -2.886002 -2.143354 -0.744774 -0.36 -1.09 0.75

=====

# 3
47
Properties=species:S:1:pos:R:3:forces:R:3 method="wB97M-V/def2-TZVPD" orbital_gap_ha=0.370 e_above_lowest_ev=2.514 smiles="C=CCN(CC=C)C(=O)CCCC(=O)N(CC=C)CC=C"
C 4.381457 2.868591 3.497665 0.12 0.06 0.08
C 3.519182 2.981787 2.504989 -0.13 -0.12 -0.07
C 2.373585 2.046752 2.272836 -0.30 0.18 0.13
N 2.377033 1.530653 0.913509 0.26 0.10 0.38
C 1.329534 1.808710 0.098752 0.18 -0.07 -0.22
O 0.422485 2.537689 0.466243 -0.31 0.21 -0.10
C 1.370499 1.183274 -1.282289 -0.29 0.12 -0.15
H 1.554536 0.112738 -1.205059 0.15 0.07 -0.04
C 0.066952 1.387171 -2.054286 0.02 -0.15 0.26
C -1.134924 0.742714 -1.363459 0.29 0.12 -0.23
C -1.022146 -0.761502 -1.239123 -0.16 0.27 0.11
O -0.045490 -1.394336 -1.606048 0.32 -0.07 -0.28
N -2.083635 -1.386296 -0.665907 -0.12 -0.38 0.17
C -3.286638 -0.711947 -0.221567 -0.20 0.25 0.00
C -4.221247 -0.370020 -1.347708 0.04 -0.10 0.11
C -4.772171 0.816574 -1.519250 -0.10 0.06 -0.04
H -5.452658 1.017730 -2.328760 -0.13 -0.02 -0.17
H -4.571400 1.636975 -0.849277 0.11 0.16 0.17
H -4.432038 -1.184837 -2.026842 -0.08 -0.05 -0.12
H -3.803466 -1.397145 0.459532 0.11 0.09 0.00
H -3.028347 0.190229 0.339693 -0.09 -0.10 0.02
C -2.071576 -2.836812 -0.563015 0.31 -0.18 -0.01
C -3.023807 -3.473523 -1.527823 0.13 0.08 0.12
C -4.017673 -4.268148 -1.178065 -0.10 -0.10 -0.04
H -4.677209 -4.713186 -1.903355 -0.09 -0.07 -0.18
H -4.206149 -4.520153 -0.146677 0.00 0.01 0.24
H -2.843174 -3.232478 -2.567064 -0.03 -0.01 -0.18
H -1.049776 -3.150709 -0.800782 -0.19 0.01 0.15
H -2.310179 -3.129879 0.465017 0.01 0.00 -0.07
H -1.230067 1.178511 -0.366804 -0.14 -0.01 -0.04
H -2.043150 0.978538 -1.921540 -0.02 -0.01 0.11
H 0.186528 0.957449 -3.050549 0.01 0.05 0.00
H -0.131993 2.455652 -2.153987 -0.01 -0.05 -0.05
H 2.193057 1.637537 -1.841769 0.08 -0.06 0.05
C 3.453768 0.605234 0.615636 0.06 -0.24 -0.19
C 3.109948 -0.789170 1.060378 0.03 0.21 -0.08
C 3.781437 -1.450133 1.983777 0.06 -0.13 0.08
H 3.505524 -2.445088 2.288842 -0.10 -0.19 0.03
H 4.648586 -1.026476 2.465218 0.17 0.15 0.07
H 2.239730 -1.226535 0.589869 -0.14 -0.13 -0.06
H 3.665542 0.614091 -0.455452 0.04 0.06 0.10
H 4.346199 0.955023 1.143775 -0.04 -0.04 -0.14
H 1.428438 2.586619 2.393680 0.16 -0.18 0.05
H 2.406625 1.211784 2.981474 -0.02 0.06 -0.01
H 3.604821 3.783233 1.783329 0.06 0.16 -0.07
H 5.186618 3.569074 3.639439 0.12 0.18 -0.01
H 4.306830 2.074040 4.222801 -0.05 -0.21 0.11

=====

# 4
17
Properties=species:S:1:pos:R:3:forces:R:3 method="wB97M-V/def2-TZVPD" orbital_gap_ha=0.141 total_charge=+3 e_above_lowest_ev=5.519
In 16.975863 -6.668049 13.374536 2.81 2.36 -5.67
C 15.644950 -5.691381 15.926142 -2.32 5.26 2.79
O 16.352021 -6.186025 15.056084 1.83 9.54 4.31
N 15.620846 -5.987822 17.197572 1.99 -2.59 1.04
N 14.875623 -4.663884 15.733767 -0.91 1.07 -3.22
H 15.348121 -5.247165 17.827773 0.22 -0.37 0.60
H 16.300054 -6.699466 17.426336 -0.05 0.30 1.30
H 14.352344 -4.188137 16.454835 -0.31 0.07 -0.24
H 14.825767 -4.389135 14.763140 -0.59 1.02 0.31
C 16.132784 -8.632374 15.507766 0.37 -3.95 0.59
O 16.259974 -7.843159 14.508235 -3.46 -12.99 -1.02
N 15.099024 -8.587663 16.357826 0.45 1.62 -1.62
N 17.027111 -9.593371 15.639532 -0.71 1.23 0.16
H 15.026627 -9.140481 17.200005 0.08 -0.25 0.06
H 14.543208 -7.746297 16.300679 -0.68 -0.57 0.29
H 16.878632 -10.200118 16.433203 0.97 -0.71 -0.25
H 17.731865 -9.614284 14.916352 0.30 -1.05 0.59

=====

# 5
19
Properties=species:S:1:pos:R:3:forces:R:3 method="wB97M-V/def2-TZVPD" orbital_gap_ha="0.385 / 0.164" spin_multiplicity=2 total_charge=+1 e_above_lowest_ev=2.528
C -0.507129 0.400403 -0.719835 0.82 -0.37 1.20
C 0.556666 -0.485395 -1.361704 -0.54 0.17 -1.01
C 0.267699 -1.940080 -0.992606 0.06 -0.78 0.83
O 0.374954 -2.884435 -1.691473 0.02 0.29 -0.32
N -0.022644 0.933069 0.534844 -0.71 0.62 -0.42
C -0.970455 1.862628 1.153100 -1.47 -0.69 0.09
O -1.182050 3.036782 0.421575 1.32 0.37 -0.58
H -1.407785 -0.149045 -0.424556 -0.14 0.00 -0.59
H -0.800469 1.157801 -1.445724 0.00 0.30 -0.15
H 0.525610 -0.395139 -2.449321 0.05 -0.23 0.04
H 1.591901 -0.327385 -1.048054 -0.09 0.15 0.28
H -0.035765 -2.110576 0.075166 0.13 0.13 -0.06
H 0.889609 1.344336 0.443371 0.56 0.05 0.10
H -0.815185 2.027417 2.216315 0.82 0.15 -0.01
H -1.939818 1.348394 1.112406 0.11 0.08 0.05
H -0.327498 3.475887 0.188374 -0.97 -0.31 0.54
H 1.960983 -0.954881 2.434887 -0.02 0.25 0.30
H 0.496213 -0.941208 1.844954 0.70 0.22 0.52
O 1.328536 -1.438504 1.905349 -0.65 -0.39 -0.81

=====

# 6
15
Properties=species:S:1:pos:R:3:forces:R:3 method="wB97M-V/def2-TZVPD" orbital_gap_ha=0.404 e_above_lowest_ev=1.061 smiles="CC#N.CC=O.Cl"
C 1.943494 -2.117808 0.742576 0.63 -0.24 -0.39
C 3.114505 -1.362264 1.109110 -1.18 1.60 -0.03
C -2.392296 0.583520 -1.110375 1.84 -0.86 0.55
C -0.928902 0.420565 -0.788925 -0.90 0.08 -0.50
N 1.073367 -2.735012 0.341340 -0.95 -0.47 -0.16
O -0.428878 0.750893 0.260167 0.28 -0.22 -0.69
Cl -2.361501 3.644834 0.488420 -1.15 1.84 -0.46
H 3.730815 -1.913050 1.763399 0.22 -0.32 1.69
H 2.695382 -0.359217 1.453563 1.30 -1.18 -0.19
H 3.795865 -1.302766 0.284253 -0.09 0.65 -0.97
H -2.474410 1.087878 -2.018963 -0.20 0.97 -1.63
H -2.872255 1.100331 -0.348644 -1.17 0.66 1.29
H -2.754046 -0.404396 -1.271746 -0.62 -0.89 0.00
H -0.437191 -0.047246 -1.688357 0.71 0.16 0.95
H -1.703948 2.653736 0.784181 1.27 -1.78 0.55

=====

# 7
77
Properties=species:S:1:pos:R:3:forces:R:3 method="wB97M-V/def2-TZVPD" orbital_gap_ha=0.305 total_charge=-1
C 2.934095 -6.510742 -0.613275 0.49 1.26 0.54
C 3.510313 -5.661219 0.048714 0.21 -1.02 -0.39
C 4.323651 -4.732958 0.858424 -0.44 -0.34 -0.14
Al 4.539829 -2.908445 -0.010593 -0.86 0.74 -0.36
C 6.397445 -2.380577 -0.664531 -0.26 -0.87 0.88
S 7.577266 -2.014560 0.598248 0.73 0.98 -1.87
O 7.115502 -0.986242 1.487560 -0.61 -0.44 0.57
O 8.855561 -1.728911 -0.023842 0.27 -0.53 0.12
O 3.507721 -2.524499 -1.458709 0.59 0.23 1.28
C 2.472190 -1.630654 -1.108437 -0.66 -0.83 -0.72
C 2.566585 -0.371283 -1.987409 -0.70 0.11 0.31
C 1.294513 0.540465 -2.029767 0.69 -0.27 -0.60
C -0.048709 -0.208405 -1.959472 -0.81 0.33 1.59
P -1.408432 0.962271 -1.532310 0.21 0.80 -2.79
O -1.804042 1.629292 -2.786598 -0.43 0.15 -0.02
O -0.812335 2.092672 -0.527952 -1.18 -1.58 0.18
C -1.792820 2.777306 0.275353 1.14 1.16 1.13
C -1.265219 4.225097 0.480231 0.31 -0.28 -0.54
O -2.732039 0.188816 -0.981566 1.68 0.21 1.09
C -2.525908 -0.647531 0.178902 -0.93 -0.80 0.78
C -3.208008 -0.125900 1.463881 -0.19 -0.33 0.03
C 2.354155 -1.499204 0.475330 1.61 -0.49 0.40
C 1.344220 -2.606506 0.844026 -0.14 1.05 0.19
O 1.178574 -2.789644 2.267640 -0.49 0.11 -0.46
C -0.070071 -3.308961 2.499306 0.13 -0.54 -0.21
C -0.478921 -4.462893 1.824249 0.67 -0.40 -0.63
C -1.726792 -5.014444 1.981270 -0.28 0.13 0.08
C -2.630190 -4.398842 2.848399 -0.11 -0.82 -0.61
C -2.220770 -3.272764 3.514304 -0.74 0.76 0.84
C -0.963107 -2.707195 3.361971 0.40 0.23 0.15
C 2.018937 -0.131044 1.108710 -0.04 -1.25 0.89
F 2.802751 0.866554 0.700576 -0.46 0.19 -0.51
F 0.699218 0.173970 0.956733 0.19 0.51 -0.32
F 2.204590 -0.194007 2.441503 -0.21 0.11 -0.06
O 3.604163 -1.785217 1.051627 0.20 -0.32 -0.70
H 2.421437 -7.132085 -1.314338 0.06 0.07 0.22
H 5.286960 -5.193243 1.132563 -0.26 -0.06 -0.24
H 3.783927 -4.585476 1.809007 0.18 0.23 -0.23
H 6.787247 -3.238407 -1.236651 0.14 0.24 0.21
H 6.310858 -1.537650 -1.361565 0.16 0.05 0.48
H 7.761991 -3.209748 1.251264 -0.45 0.28 -0.04
H 1.576740 -2.226823 -1.380502 -0.13 0.77 -0.18
H 3.404144 0.250272 -1.643010 -0.04 -0.25 -0.27
H 2.760991 -0.729435 -3.007324 0.16 -0.01 0.34
H 1.411673 1.328308 -1.280025 -0.43 -0.30 0.01
H 1.312816 1.051066 -3.005449 -0.03 0.02 0.35
H -0.367133 -0.654723 -2.908763 0.12 0.24 0.14
H -0.084105 -1.004736 -1.205233 0.39 0.12 -0.22
H -2.805649 2.755541 -0.140430 0.29 -0.15 -0.08
H -1.748561 2.311743 1.269949 -0.42 -0.12 -0.38
H -1.056908 4.435085 1.536087 -0.40 0.09 -0.23
H -1.906846 4.981558 0.014344 0.02 -0.12 0.35
H -0.289009 4.296984 -0.022366 -0.30 -0.07 0.08
H -3.002234 -1.613555 -0.047931 0.29 0.25 -0.15
H -1.474493 -0.875728 0.397720 -0.11 0.42 -0.32
H -2.605185 -0.434189 2.329779 -0.09 0.30 -0.20
H -3.372242 0.954374 1.469535 0.25 -0.21 -0.02
H -4.192540 -0.593961 1.614700 0.23 0.15 -0.23
H 0.363418 -2.287754 0.451682 0.24 -0.38 -0.10
H 1.684964 -3.530371 0.358624 -0.09 0.17 0.08
H 0.197012 -4.947005 1.118252 0.01 0.18 0.26
H -1.980481 -5.896255 1.394590 -0.08 0.15 0.25
H -3.630649 -4.816054 2.954715 0.18 0.24 0.15
H -2.935150 -2.777165 4.173318 0.19 -0.08 -0.06
H -0.661126 -1.809376 3.898360 -0.12 -0.15 -0.10
C -3.769407 6.799661 -2.159154 0.04 0.01 0.01
C -4.871034 5.955216 -2.178719 -0.01 -0.06 0.02
C -6.148857 6.478050 -2.032025 0.01 0.03 0.00
C -6.325426 7.846534 -1.875094 0.00 -0.01 0.00
C -5.223575 8.691071 -1.859143 0.00 0.01 0.01
C -3.945088 8.167389 -1.997018 -0.02 -0.01 0.00
H -2.772696 6.390953 -2.270557 -0.02 -0.01 -0.01
H -4.732561 4.888754 -2.307970 0.02 0.02 0.00
H -7.007854 5.818669 -2.040958 0.01 0.00 -0.01
H -7.322704 8.254719 -1.765314 0.01 0.00 0.00
H -5.361456 9.758656 -1.738272 0.00 -0.02 0.00
H -3.085132 8.825357 -1.979200 -0.01 -0.01 -0.01

=====

# 8
12
Properties=species:S:1:pos:R:3:forces:R:3 method="wB97M-V/def2-TZVPD" orbital_gap_ha="0.241 / 0.211" e_above_lowest_ev=5.155
C -1.156465 -0.672231 0.156506 -1.63 -0.30 1.70
C 1.127475 -1.349087 -0.317846 1.61 -0.34 0.94
C 2.102536 -0.405312 0.211726 -0.43 0.74 0.83
C -1.289367 0.625500 -0.014233 1.91 -0.42 -0.26
N -0.124802 -1.472715 -0.192971 -0.43 -0.95 -1.05
N -1.776074 1.806779 -0.236727 0.49 2.98 0.50
P 1.696431 1.181011 0.646608 -0.46 -0.81 -0.57
H -2.010831 -1.262107 0.702044 1.25 1.16 -1.18
H 1.691131 -2.220146 -0.672020 -0.71 -0.25 -0.46
H 3.057641 -0.932566 0.460630 -0.59 0.75 -0.39
H -1.354835 2.535416 0.497872 -1.54 -1.74 -2.49
H -1.962836 2.165461 -1.241584 0.53 -0.84 2.43